[1]
48
Properties=species:S:1:pos:R:3 method="wB97M-V/def2-TZVPD" de_lowest_kj_mol=208.2 total_energy_ha=-1000.13840 gap_ha=0.3394 spin_multiplicity=1
C 0.08 2.66 -11.91
C -0.07 1.79 -10.70
C 0.23 2.52 -9.42
O -1.42 1.33 -10.67
H 1.06 3.13 -12.00
H -0.64 3.48 -11.91
H -0.08 2.01 -12.77
H 0.53 0.89 -10.86
H 1.30 2.73 -9.41
H 0.04 2.03 -8.47
H -0.34 3.44 -9.38
H -1.45 0.68 -9.97
C -5.06 -4.80 -8.88
C -5.53 -5.45 -10.12
C -6.52 -4.75 -10.99
O -4.28 -5.61 -10.80
H -4.75 -5.42 -8.04
H -5.95 -4.39 -8.39
H -4.45 -3.90 -9.02
H -5.79 -6.50 -9.99
H -6.42 -5.11 -12.01
H -6.20 -3.70 -10.96
H -7.52 -4.86 -10.58
H -3.83 -4.77 -10.82
O -4.18 -2.45 -14.28
H -3.54 -2.59 -13.57
H -5.01 -2.30 -13.82
O -2.66 1.49 -13.03
H -1.89 1.52 -12.46
H -2.96 0.59 -12.98
O -0.56 -1.51 -12.41
H -0.65 -2.04 -13.20
H -0.14 -2.09 -11.77
O -6.09 -1.94 -12.59
H -6.72 -1.23 -12.48
H -5.37 -1.71 -11.99
O -4.49 -1.30 -9.13
H -5.15 -1.23 -8.44
H -4.17 -0.41 -9.24
O -1.59 -0.56 -8.88
H -2.10 -1.16 -8.34
H -0.78 -1.04 -9.06
O -2.23 -4.12 -10.17
H -2.45 -4.88 -9.63
H -2.07 -3.42 -9.54
O -3.52 -1.59 -11.50
H -2.69 -1.15 -11.33
H -4.02 -1.47 -10.70

=====

[2]
52
Properties=species:S:1:pos:R:3 method="wB97M-V/def2-TZVPD" de_lowest_kj_mol=450.6 total_energy_ha=-1205.94853 gap_ha=0.3232 spin_multiplicity=1
C -0.98 -2.32 -3.34
N -0.58 -1.18 -3.02
C -0.08 -0.77 -1.76
C -0.95 -0.72 -0.72
C 1.28 -0.15 -1.58
C 2.38 -1.03 -2.15
C 2.20 -2.56 -1.87
O 1.62 -2.88 -0.60
H -1.42 -2.52 -4.33
H -1.07 -3.18 -2.64
H -0.66 -0.30 0.21
H -1.94 -1.08 -0.90
H 1.51 -0.04 -0.52
H 1.30 0.94 -1.89
H 2.42 -0.98 -3.21
H 3.39 -0.81 -1.74
H 3.20 -3.00 -1.85
H 1.64 -3.10 -2.65
H 1.57 -2.12 -0.01
O 4.17 1.11 0.17
H 3.48 1.70 0.47
H 3.80 0.65 -0.59
O 1.19 4.24 1.11
H 1.64 5.09 1.06
H 1.34 3.66 1.86
O -1.60 2.15 -0.59
H -0.69 1.86 -0.80
H -1.47 2.84 0.07
O -3.97 0.69 -1.92
H -4.15 0.66 -2.86
H -2.97 0.62 -1.66
O -0.41 1.83 3.13
H -0.92 1.90 2.31
H -0.95 1.19 3.64
O 1.50 1.10 1.71
H 0.84 1.13 2.48
H 1.93 0.24 1.67
O -3.29 -2.11 1.80
H -3.55 -1.46 1.11
H -4.04 -2.62 2.13
O -4.71 -0.16 0.72
H -4.38 0.59 1.22
H -4.13 -0.09 -0.06
O 1.69 -1.71 2.43
H 2.56 -1.96 2.10
H 1.67 -2.38 3.13
O 2.24 2.86 -1.11
H 1.68 3.60 -1.35
H 2.03 2.76 -0.17
O -1.73 -0.40 3.90
H -2.59 -0.82 3.84
H -1.01 -0.96 3.59

=====

[3]
63
Properties=species:S:1:pos:R:3 method="wB97M-V/def2-TZVPD" de_lowest_kj_mol=84.7 total_energy_ha=-1733.97236 gap_ha=0.3390 spin_multiplicity=1
N -2.60 -1.91 -2.83
C -3.20 -1.83 -1.54
N -4.53 -1.79 -1.64
O -2.61 -1.69 -0.53
H -3.08 -1.75 -3.69
H -1.60 -1.88 -2.80
H -4.87 -2.20 -2.49
H -5.13 -1.76 -0.83
N 3.81 1.22 0.55
C 3.74 1.69 1.93
N 2.43 1.68 2.39
O 4.67 1.98 2.64
H 4.73 0.78 0.36
H 3.08 0.58 0.25
H 1.63 1.69 1.71
H 2.25 2.45 3.05
N -3.99 1.30 1.79
C -5.21 0.94 1.31
N -5.67 -0.23 1.92
O -5.82 1.55 0.49
H -3.61 0.77 2.57
H -3.81 2.27 1.69
H -6.57 -0.61 1.76
H -5.22 -0.50 2.79
N -1.11 0.14 0.98
C -0.52 1.13 0.11
N -1.15 1.38 -1.16
O 0.56 1.66 0.35
H -1.94 -0.28 0.65
H -0.78 0.05 1.92
H -2.10 1.03 -1.33
H -0.86 2.09 -1.82
N 3.26 0.23 -3.44
C 4.56 -0.34 -3.70
N 4.33 -1.26 -4.67
O 5.57 0.19 -3.35
H 3.36 1.14 -2.98
H 2.46 -0.34 -3.16
H 3.47 -1.24 -5.21
H 5.02 -1.93 -4.96
N 2.30 -2.83 2.35
C 1.85 -2.62 1.02
N 0.88 -3.47 0.62
O 2.22 -1.66 0.37
H 3.06 -2.25 2.65
H 2.14 -3.71 2.77
H 0.58 -3.35 -0.33
H 0.94 -4.47 0.90
O -3.34 -0.87 4.14
H -2.45 -1.20 3.93
H -3.46 -1.13 5.06
O 0.70 -0.82 -1.96
H 0.29 0.08 -1.91
H 0.82 -0.98 -0.99
O -0.01 -0.91 3.50
H 0.59 -0.35 4.01
H 0.65 -1.58 3.19
O 2.38 4.25 -0.54
H 2.66 3.33 -0.39
H 2.61 4.77 0.26
O 0.40 4.12 -2.71
H 1.14 4.24 -2.08
H 0.13 5.03 -2.95

=====

[4]
52
Properties=species:S:1:pos:R:3 method="wB97M-V/def2-TZVPD" de_lowest_kj_mol=167.0 total_energy_ha=-1131.43445 gap_ha=0.3502 spin_multiplicity=1 total_charge=-1
C -1.06 -0.77 -0.61
C -1.62 -1.86 0.31
C -0.49 0.38 0.23
N 0.20 1.38 -0.64
C -0.75 2.14 -1.52
C 1.01 2.32 0.18
C 2.31 1.64 0.49
O 3.27 2.34 0.77
H -0.27 -1.23 -1.23
H -1.88 -0.41 -1.27
H -2.37 -1.46 1.02
H -2.07 -2.74 -0.30
H -0.78 -2.31 0.87
H 0.25 0.00 0.97
H -1.26 0.86 0.87
H -1.21 1.39 -2.24
H -0.22 2.86 -2.13
H -1.54 2.63 -1.05
H 0.47 2.64 1.12
H 1.17 3.24 -0.41
H 4.88 -0.95 -0.58
H 2.35 0.58 0.45
H 1.41 -2.93 1.61
H 1.21 -3.70 0.34
O 1.16 -3.82 1.26
H -0.24 -1.08 3.42
H 1.14 -0.77 2.57
O 0.43 -0.46 3.36
H -2.03 2.93 0.92
H -1.84 2.42 2.34
O -2.52 2.74 1.75
H 3.00 -2.47 -0.77
H 4.31 -0.58 -0.56
O 2.10 -2.22 -0.70
H 1.84 -1.09 -1.91
H 1.25 0.36 -2.06
O 1.65 -0.37 -2.57
H 0.34 -0.93 -3.38
H -0.54 -2.19 -3.51
O -0.47 -1.36 -3.86
H -0.24 2.29 3.97
H -0.05 0.95 3.14
O -0.34 1.95 3.08
H 2.80 -1.35 2.01
H 1.99 -1.80 0.23
O 2.00 -1.28 1.62
H -3.61 1.51 1.29
H -3.39 0.16 0.70
O -4.11 0.73 0.97
H -2.92 0.18 -2.86
H -1.95 -0.46 -3.93
O -2.79 0.00 -3.80